No. 1
This record from the OMol25 dataset describes C14H16N3O5PdS as an isolated structure at a distorted geometry. The level of theory is ωB97M-V/def2-TZVPD.

Results
Energy: -1609.602666 Ha
Maximum force: 0.071 hartree/bohr
LUMO level (spin up / spin down): 2.482 / 2.491 eV

The geometry in ORCA input format:
```
! wB97M-V def2-TZVPD RIJCOSX def2/J DEFGRID3
* xyz -1 1
C 0.891 -3.014 -0.858
Pd 0.609 -0.037 0.032
C 0.522 2.793 -0.498
C 0.213 -1.030 1.838
N 0.912 -3.661 -2.050
O 3.897 2.363 -0.704
C -1.080 -0.519 2.446
H -1.260 -0.931 3.444
C 2.390 0.088 -5.085
H 3.863 2.502 -3.197
C 1.684 -0.550 -4.072
H 0.186 3.572 0.197
H 1.077 -1.414 -4.308
H 3.226 -0.223 -7.046
C 3.240 1.660 -3.459
C 1.774 -0.100 -2.767
H -1.083 0.571 2.460
O 0.808 -1.988 2.286
S 2.784 1.429 -0.702
C 2.304 -0.410 -6.500
O -1.535 1.728 0.217
C -0.201 -3.264 -2.741
C -0.686 1.725 -0.675
H 1.277 -0.622 -1.946
H 1.644 -3.114 -0.098
H 3.757 1.666 -5.541
H 0.772 3.217 -1.482
N -0.167 -2.243 -0.759
O 3.084 0.126 -0.112
C 3.175 1.189 -4.762
N 1.544 2.025 0.097
H 2.102 -1.478 -6.521
O -0.642 1.080 -1.742
H -1.878 -0.827 1.767
H 1.496 0.099 -7.026
H -1.766 -1.843 -2.089
C -0.857 -2.388 -1.925
H 1.638 -4.271 -2.389
H -0.431 -3.636 -3.719
C 2.528 1.018 -2.464
*
```

No. 2
This record from the OMol25 dataset describes one molecule with the formula C14H16N4O3S at a distorted geometry. The level of theory is ωB97M-V/def2-TZVPD.

Results
SMILES string: CC(C)Cc1nnc(NC(=O)Cc2ccccc2[N+](=O)[O-])s1
Energy: -1385.937025 Ha
Energy relative to the best compared isomer or geometry (same formula, charge and spin): 105.2 kcal/mol
Maximum force: 0.030 hartree/bohr
LUMO level: -0.453 eV

The geometry in ORCA input format:
```
! wB97M-V def2-TZVPD RIJCOSX def2/J DEFGRID3
* xyz 0 1
N -0.346 -0.168 -0.573
H -3.267 1.924 -4.677
C 2.107 -0.291 0.814
H -5.322 -1.018 -3.678
H -5.812 0.668 -3.495
O 2.466 1.865 1.826
C 4.289 -1.399 1.314
C -3.283 1.775 -3.600
C -3.753 0.127 -1.746
C -2.427 0.304 -1.112
C 3.864 -1.342 4.038
C 3.098 -0.857 1.782
C -3.687 0.342 -3.270
H -3.989 2.481 -3.167
H 0.342 2.556 1.020
H -4.465 0.828 -1.308
C 5.243 -1.910 2.175
H 5.777 -2.271 4.222
H 4.469 -1.417 0.249
H 3.671 -1.302 5.099
C 1.754 1.135 1.181
H 6.156 -2.326 1.776
N -1.465 -0.536 -1.183
H -5.002 0.138 -4.970
H -2.932 -0.342 -3.671
H -2.291 1.999 -3.214
C -0.424 0.984 0.003
C -5.041 0.010 -3.891
H 1.193 -0.887 0.787
O 0.732 -0.108 3.066
H 2.524 -0.285 -0.195
S -1.998 1.754 -0.198
C 2.899 -0.839 3.168
H -4.090 -0.892 -1.548
N 0.560 1.622 0.692
N 1.702 -0.316 3.772
C 5.034 -1.880 3.545
O 1.712 -0.128 4.968
*
```

No. 3
This record from the OMol25 dataset describes C14H16N5O4PbS5 as an isolated structure at a distorted geometry. The level of theory is ωB97M-V/def2-TZVPD.

Results
Energy: -3301.686382 Ha
Energy relative to the best compared isomer or geometry (same formula, charge and spin): 18.0 kcal/mol
Maximum force: 0.059 hartree/bohr
LUMO level: 1.662 eV

The geometry in ORCA input format:
```
! wB97M-V def2-TZVPD RIJCOSX def2/J DEFGRID3
* xyz -1 1
H 4.805 -0.484 -6.249
H -2.895 -3.248 0.086
C -1.603 -2.319 -1.127
C 1.866 -0.195 -2.684
N -1.995 -2.798 0.119
C -3.078 5.184 -0.008
C -1.729 3.025 -0.608
S -2.543 4.351 -1.404
O 1.763 0.116 -1.443
C -2.197 -2.486 3.737
C -1.662 -2.345 1.406
S -3.951 6.587 -0.060
H -2.929 -2.964 4.382
S -1.029 1.864 1.783
H 2.579 -0.662 -5.192
H 6.751 0.223 -4.876
H -0.571 -1.081 -2.280
H -2.954 -4.856 3.183
S -2.611 4.406 1.445
C -2.397 -4.489 2.326
C 5.608 0.426 -3.087
N -2.316 -3.035 2.398
C 4.347 0.323 -2.485
C 4.681 -0.258 -5.198
H -2.244 -4.020 -2.011
H -0.633 -1.034 2.521
H -2.923 -4.825 1.435
S -0.969 1.802 -1.601
N -2.242 -3.019 -2.148
N -0.789 -1.372 -1.337
Pb 0.055 0.133 0.093
O 0.928 -0.561 -3.409
H -1.198 -2.642 4.161
C 3.241 -0.074 -3.262
H -2.410 -1.419 3.724
H 6.447 0.732 -2.477
H -1.865 -2.783 -3.056
N -0.855 -1.387 1.577
O 1.546 0.091 1.377
O 4.282 0.608 -1.182
H -1.403 -4.950 2.335
C 3.438 -0.359 -4.608
C 5.769 0.139 -4.425
H 3.348 0.476 -0.880
C -1.761 3.047 0.748
*
```

No. 4
This record from the OMol25 dataset describes one molecule with the formula C14H16N6S at a distorted geometry. The level of theory is ωB97M-V/def2-TZVPD.

Results
SMILES string: Nc1cc([C@@H]2CCCNC2)nc2c(-c3ccns3)cnn12
Energy: -1269.798860 Ha
Energy relative to the best compared isomer or geometry (same formula, charge and spin): 0.0 kcal/mol
Maximum force: 0.055 hartree/bohr
LUMO level: 0.600 eV

The geometry in ORCA input format:
```
! wB97M-V def2-TZVPD RIJCOSX def2/J DEFGRID3
* xyz 0 1
N 3.757 2.823 -2.909
H -1.583 0.516 -1.318
H -4.452 -2.108 -2.630
C 4.561 3.268 -1.995
H 1.211 -0.806 4.479
S 2.616 1.754 -2.231
C -4.081 -0.595 -1.131
N 1.626 0.120 2.049
C -0.599 -0.652 1.713
C -1.336 -1.654 -1.314
H -4.017 0.248 -1.862
C -1.648 -0.301 -0.597
C 3.333 1.878 -0.618
C -0.548 -0.056 0.359
H -5.080 -0.705 -0.734
N 0.470 -1.054 3.845
N -2.363 -1.936 -2.283
H 5.380 3.949 -2.234
N 2.750 0.435 2.759
C 1.616 0.634 0.770
H 5.065 2.903 0.145
H -3.173 -1.160 0.726
H -2.162 -2.784 -2.826
C -3.774 -1.936 -1.794
C -3.101 -0.351 0.023
C 0.496 -0.517 2.559
H -1.305 -2.458 -0.564
H -1.467 -1.235 2.024
N 0.529 0.585 -0.082
C 4.419 2.650 -0.693
H -0.380 -1.551 4.140
H -0.322 -1.557 -1.793
C 3.487 1.131 1.870
C 2.855 1.231 0.583
H 4.496 1.496 2.054
H -3.331 0.544 0.598
H -3.945 -2.749 -1.087
*
```

No. 5
This record from the OMol25 dataset describes C14H16NO2PdS2 as an isolated structure. The level of theory is ωB97M-V/def2-TZVPD.

Results
<S²>: 3.779
Energy: -1672.425590 Ha
Energy relative to the best compared isomer or geometry (same formula, charge and spin): 0.0 kcal/mol
Maximum force: 0.004 hartree/bohr
LUMO level (spin up / spin down): 0.498 / -1.219 eV

The geometry in ORCA input format:
```
! wB97M-V def2-TZVPD RIJCOSX def2/J DEFGRID3
* xyz 0 4
C 1.615 -2.255 -1.044
H 2.468 0.377 -2.458
Pd 0.228 0.412 0.290
C -0.564 -2.392 -0.024
O -0.965 1.153 1.827
N -2.256 0.924 1.426
H -4.242 -1.785 1.449
H -5.006 -0.757 -0.733
S 1.360 2.464 -0.381
O 3.346 2.995 1.177
H -1.238 -2.819 0.707
C 4.209 2.733 2.294
H 3.001 -1.200 -3.049
C -3.598 0.890 -0.558
S 2.195 0.665 1.728
H 2.644 -2.587 -1.095
C -2.818 -0.286 1.818
H -2.072 -1.100 -0.870
H 3.621 2.631 3.204
C -1.033 -1.410 -0.899
C -4.228 -0.297 -0.143
H -2.433 -0.679 2.747
C -0.160 -0.841 -1.834
C 1.185 -1.240 -1.897
H 1.113 -3.603 0.543
H -3.884 1.369 -1.485
H 4.782 1.823 2.122
H -0.532 -0.099 -2.531
H -2.121 2.396 -0.052
C -2.621 1.471 0.195
C -3.798 -0.869 1.083
C 2.126 -0.579 -2.863
H 4.866 3.594 2.355
C 2.423 2.104 0.884
C 0.752 -2.827 -0.119
H 1.635 -0.376 -3.815
*
```

No. 6
This record from the OMol25 dataset describes C14H16NO4S5SiV as an isolated structure. The level of theory is ωB97M-V/def2-TZVPD.

Results
<S²>: 0.819
Energy: -4123.414674 Ha
Energy relative to the best compared isomer or geometry (same formula, charge and spin): 5.9 kcal/mol
Maximum force: 0.019 hartree/bohr
LUMO level (spin up / spin down): 1.816 / 1.840 eV

The geometry in ORCA input format:
```
! wB97M-V def2-TZVPD RIJCOSX def2/J DEFGRID3
* xyz -1 2
C -0.982 -3.243 -0.623
S -3.026 -4.115 0.778
O 1.180 -0.419 1.765
H -2.605 2.486 -2.234
H 2.203 -0.415 -4.787
V -0.053 -0.159 -0.017
S -3.159 -6.876 -0.335
S 0.253 -2.185 -1.233
H 2.971 -2.333 -1.832
C 3.977 1.379 -2.867
H 1.361 1.690 -1.180
C 1.702 0.671 -0.932
N -0.487 1.347 1.125
C 3.636 -1.494 -2.039
C -1.724 3.406 1.481
H 2.411 0.793 -0.100
H 4.272 -1.757 -2.890
C -1.330 2.349 0.654
O -2.510 2.882 -1.357
C -1.665 2.080 -0.679
H 0.054 2.564 4.232
H -2.396 4.155 1.082
O 1.499 0.207 3.859
H 1.067 0.779 -4.143
H 3.505 2.333 -3.115
C 0.923 0.365 2.664
H 4.564 1.058 -3.733
C -2.475 -5.368 -0.265
S -1.127 -4.880 -1.218
C -1.254 3.488 2.768
C -0.353 2.490 3.230
H 4.670 1.558 -2.039
H 0.856 -0.929 -3.753
H 1.163 0.874 4.469
H -1.546 4.301 3.416
C -0.004 1.467 2.401
H 4.282 -1.357 -1.168
C -1.876 -2.883 0.318
S -1.911 -1.306 1.035
Si 2.676 0.085 -2.388
C 1.600 -0.148 -3.914
O -1.168 1.071 -1.239
*
```

No. 7
This record from the OMol25 dataset describes a 2-piece molecular cluster, C14H16O overall at a distorted geometry. The level of theory is ωB97M-V/def2-TZVPD.

Results
<S²>: 0.760
Energy: -618.249395 Ha
Energy relative to the best compared isomer or geometry (same formula, charge and spin): 11.3 kcal/mol
Maximum force: 0.048 hartree/bohr
LUMO level (spin up / spin down): 3.177 / 3.088 eV

The geometry in ORCA input format:
```
! wB97M-V def2-TZVPD RIJCOSX def2/J DEFGRID3
* xyz -1 2
H -0.919 -2.293 2.507
H -0.317 -3.820 -1.262
C 0.604 1.678 2.342
C 0.973 0.472 -2.114
C 1.780 1.720 -1.806
C -0.001 0.005 -1.238
H 2.092 0.125 -3.795
H -1.496 -1.504 3.940
C -0.417 -1.356 -1.389
H 0.922 -0.322 3.225
H -0.541 0.499 -0.439
C 1.176 -1.721 -3.142
H -2.562 -1.633 2.530
C -1.880 0.645 1.538
C -1.531 -1.440 2.846
C -0.222 2.409 1.506
H -2.131 2.593 0.556
H 1.696 -2.413 -3.792
H 1.879 2.442 -2.622
C 0.222 0.362 2.760
H 2.767 1.468 -1.427
C 0.252 -2.248 -2.219
C -1.073 -0.105 2.358
C 1.405 -0.392 -3.121
H 0.184 3.390 1.267
H 1.182 2.265 -1.067
H 1.510 2.193 2.635
H -2.879 0.308 1.279
O 0.046 -3.589 -2.120
C -1.455 1.894 1.042
H -1.268 -1.634 -0.777
*
```

No. 8
This record from the OMol25 dataset describes a 2-piece molecular cluster, C14H16O overall at a distorted geometry. The level of theory is ωB97M-V/def2-TZVPD.

Results
SMILES string: Cc1ccc(O)cc1.Cc1ccccc1
Energy: -618.252848 Ha
Energy relative to the best compared isomer or geometry (same formula, charge and spin): 39.6 kcal/mol
Maximum force: 0.060 hartree/bohr
LUMO level: 0.902 eV

The geometry in ORCA input format:
```
! wB97M-V def2-TZVPD RIJCOSX def2/J DEFGRID3
* xyz 0 1
H -1.811 1.570 0.685
H -1.942 -1.172 2.849
H 1.725 -0.833 -2.699
C -1.911 1.099 1.663
H -0.181 -2.705 3.600
C -0.379 -1.289 -2.605
H -2.683 1.143 -2.096
H -0.659 2.419 -1.547
C 0.008 -1.838 2.984
H 0.948 1.360 0.890
H -2.421 -1.183 -3.048
C 0.591 0.500 1.443
H 1.871 2.018 -2.998
H 2.784 1.467 -1.567
H 2.133 -3.272 3.042
C -1.591 -0.638 -2.601
C -1.716 0.661 -2.138
H -0.188 -2.339 -2.753
C -0.581 1.341 -1.718
C 1.813 1.840 -1.905
H -2.871 0.607 1.840
H 1.756 2.840 -1.479
O 2.223 -2.666 2.300
C -0.656 0.348 1.971
H -2.038 1.938 2.386
H 2.337 -0.490 0.929
C -0.898 -0.866 2.705
C 0.764 -0.498 -2.304
C 1.312 -1.659 2.404
C 1.549 -0.522 1.674
C 0.710 0.817 -1.907
*
```

No. 9
This record from the OMol25 dataset describes a 2-piece molecular cluster, C14H16O overall at a distorted geometry. The level of theory is ωB97M-V/def2-TZVPD.

Results
<S²>: 0.767
Energy: -617.939736 Ha
Energy relative to the best compared isomer or geometry (same formula, charge and spin): 60.3 kcal/mol
Maximum force: 0.071 hartree/bohr
LUMO level (spin up / spin down): -3.850 / -7.463 eV

The geometry in ORCA input format:
```
! wB97M-V def2-TZVPD RIJCOSX def2/J DEFGRID3
* xyz 1 2
C -2.394 1.593 0.843
H -3.351 2.101 0.831
C -0.785 -1.330 -1.187
C -1.206 2.442 1.155
C 1.485 -2.766 -2.004
H -0.953 -0.924 -4.270
H -1.789 -0.998 -1.007
H -0.495 -2.137 0.760
C 0.339 2.842 3.009
C -0.313 3.140 0.324
H 0.840 2.677 3.948
C -0.360 -1.518 -2.515
H 2.596 -4.168 -0.080
C 0.991 -2.899 -0.657
C 1.134 3.661 2.188
O -1.306 -1.178 -3.394
H -2.321 1.243 -0.223
H 2.451 -3.191 -2.254
C -0.099 -2.100 -0.252
H -0.658 3.041 -0.704
H 0.943 -4.731 0.133
H 2.069 4.043 2.572
H 1.157 -1.926 -3.988
C 0.873 3.602 0.836
H -2.135 0.587 1.295
C 1.641 -3.895 0.329
H 1.612 3.891 0.080
H 1.637 -3.501 1.364
C 0.931 -1.928 -2.924
H -1.633 1.971 3.239
C -0.900 2.357 2.554
*
```

No. 10
This record from the OMol25 dataset describes a 2-piece molecular cluster, C14H16O2 overall. The level of theory is ωB97M-V/def2-TZVPD.

Results
SMILES string: Cc1ccc(O)cc1.Cc1ccc(O)cc1
Energy: -693.544892 Ha
Energy relative to the best compared isomer or geometry (same formula, charge and spin): 7.3 kcal/mol
Maximum force: 0.018 hartree/bohr
LUMO level: 0.777 eV

The geometry in ORCA input format:
```
! wB97M-V def2-TZVPD RIJCOSX def2/J DEFGRID3
* xyz 0 1
H -2.393 -1.619 1.889
O -1.524 3.115 -1.764
C -1.791 -1.751 -1.423
H -0.348 -2.399 3.105
C -0.176 -3.039 -0.195
C -0.340 2.785 -1.112
C -0.219 -3.139 2.313
H 3.089 0.575 1.416
H -3.385 -0.911 -0.267
C -0.682 -2.591 -1.404
C 1.897 2.028 0.371
H -1.364 3.896 -2.326
O -2.070 -1.176 -2.624
C 1.654 3.360 0.084
H 0.729 -3.628 -0.202
H 2.246 4.152 0.525
C -1.928 -1.906 0.958
H -0.753 -4.026 2.668
H 4.032 1.690 0.477
C 0.994 1.074 -0.093
H 1.141 0.019 0.075
H 3.373 2.269 1.956
H -0.224 -2.959 -2.304
H -0.919 0.732 -1.039
C 0.581 3.745 -0.725
C -0.750 -2.627 1.011
C 3.139 1.613 1.105
C -0.160 1.452 -0.766
H -2.833 -0.590 -2.582
H 0.821 -3.444 2.256
C -2.457 -1.452 -0.253
H 0.622 4.755 -1.132
*
```

No. 11
This record from the OMol25 dataset describes C14H17BF6N6OTi as an isolated structure at a distorted geometry. The level of theory is ωB97M-V/def2-TZVPD.

Results
Energy: -2420.361919 Ha
Energy relative to the best compared isomer or geometry (same formula, charge and spin): 114.4 kcal/mol
Maximum force: 0.102 hartree/bohr
LUMO level (spin up / spin down): -10.832 / -10.784 eV

The geometry in ORCA input format:
```
! wB97M-V def2-TZVPD RIJCOSX def2/J DEFGRID3
* xyz 2 1
N 0.753 1.897 -2.766
H 1.349 3.717 -0.132
C -3.360 -0.521 -2.926
B 0.373 0.472 -3.366
H 1.421 5.117 -2.515
H 2.046 -1.564 -4.727
H 3.665 1.300 2.181
C 2.154 -1.505 -3.654
H 0.388 0.563 -4.565
F 0.686 1.681 4.943
F 0.124 2.464 2.935
H 2.538 2.627 2.320
H 3.572 -3.132 -3.047
C 1.237 4.053 -2.382
H -2.302 -3.099 1.270
H -2.250 -0.094 -4.922
F -0.562 0.479 3.556
C 2.662 -1.899 -1.510
H 3.314 1.977 3.840
H -3.189 -0.651 -0.648
C 0.972 3.086 -3.345
N 1.033 2.086 -1.418
C 2.197 -0.679 3.454
F 2.733 -0.704 4.695
H -4.435 -0.783 -3.140
H -3.266 -2.641 2.688
C 1.781 0.745 2.990
C 2.920 1.745 2.849
H 2.972 -2.212 -0.519
H -2.158 -1.447 1.984
N -1.536 -0.150 -1.762
C 2.916 -2.321 -2.804
C 1.219 3.413 -1.169
C -2.748 -0.462 -1.621
N -1.182 0.046 -3.056
N 1.429 -0.638 -2.927
F 1.144 -1.544 3.388
H -1.511 -2.869 2.881
O 1.343 0.388 1.655
H 0.860 3.201 -4.415
C 0.488 1.338 3.641
C -2.306 -2.518 2.203
N 1.857 -0.802 -1.608
Ti 1.651 0.602 -0.106
C -2.319 -0.192 -3.812
F 3.128 -1.149 2.547
*
```

No. 12
This record from the OMol25 dataset describes C14H17BLiN7 as an isolated structure. The level of theory is ωB97M-V/def2-TZVPD.

Results
Energy: -959.472266 Ha
Energy relative to the best compared isomer or geometry (same formula, charge and spin): 0.0 kcal/mol
Maximum force: 0.008 hartree/bohr
LUMO level: 0.438 eV

The geometry in ORCA input format:
```
! wB97M-V def2-TZVPD RIJCOSX def2/J DEFGRID3
* xyz 0 1
H -0.019 4.690 -0.574
H -1.222 -2.505 0.725
H -1.318 1.481 -3.114
C -0.864 2.123 -2.375
C -2.456 1.663 2.404
N -0.012 1.615 -1.489
H 0.506 -5.924 -1.199
N -0.209 -2.137 -1.023
H 0.865 -1.952 -2.764
H 0.753 2.833 1.508
C 0.780 -4.007 -2.131
Li -0.252 -0.146 -0.505
N 1.415 0.028 0.562
C 2.266 -0.917 0.954
H 1.364 -4.375 -2.963
C -3.072 -0.044 1.172
H 2.266 3.392 0.321
H -3.602 -0.849 0.689
H -1.659 4.179 -2.726
C 0.304 -4.862 -1.150
C 3.500 -0.360 1.300
C -0.433 -4.332 -0.103
C -1.042 3.494 -2.172
H 3.991 1.830 1.210
C -0.663 -2.966 -0.082
B 1.396 2.581 0.494
H -2.326 2.490 3.080
H -0.520 1.635 1.555
C -3.537 0.848 2.147
H 4.387 -0.861 1.647
C 3.321 0.997 1.081
N 0.378 2.633 -0.705
H 1.962 -1.953 0.952
C 0.500 -2.655 -2.025
H -0.821 -4.959 0.688
N -1.453 1.244 1.619
N -1.811 0.204 0.848
C -0.224 3.766 -1.089
N 2.072 1.195 0.636
H -4.511 0.889 2.598
*
```

Which value of maximum force does entry 11 give? 0.102 hartree/bohr